(1)
DFT (ωB97M-V with the def2-TZVPD basis set) results for a structure of composition C6H8B2F10N3O11S2V.

frontier orbital gap (spin up / spin down) = 6.93 / 6.93 eV
LUMO level (spin up / spin down) = 6.133 / 6.133 eV
expectation value of S² = 0.777

ORCA input file:
```
! RIJCOSX wB97M-V def2-TZVPD def2/J DEFGRID3
* xyz -3 2
O -4.913 11.701 34.566
V -6.004 10.987 35.454
B -5.200 8.774 33.158
F -5.797 9.644 32.257
F -5.400 9.150 34.563
F -5.721 7.482 32.984
F -3.794 8.792 32.970
B -4.240 11.362 37.628
F -5.485 12.008 37.509
F -3.153 12.187 37.314
F -4.008 10.812 38.882
F -4.368 10.281 36.676
N -9.666 12.923 36.770
S -8.436 13.673 36.048
O -7.323 12.824 35.768
O -8.140 15.008 36.425
F -9.108 13.785 34.622
S -9.384 13.127 38.337
O -9.788 14.394 38.859
O -8.195 12.532 38.829
F -10.562 12.174 38.862
O -9.962 10.311 34.542
C -8.764 10.096 33.856
O -8.850 9.348 32.872
O -7.769 10.707 34.296
H -10.490 9.690 34.028
O -8.857 9.082 38.136
C -7.531 9.434 37.948
O -6.806 9.349 38.943
O -7.202 9.747 36.772
H -8.826 8.953 39.091
C -1.437 12.616 34.889
C -1.245 13.952 35.423
N -1.058 15.016 35.829
H -0.452 12.158 34.786
H -1.830 12.730 33.874
H -2.141 11.945 35.370
C -7.654 14.292 30.690
C -6.959 13.937 31.921
N -6.427 13.648 32.891
H -7.974 15.331 30.717
H -8.531 13.652 30.598
H -6.997 14.088 29.847
*
```

Atomic partial charges in e from the natural (NBO) method, atoms 1 to 5:
1 O -0.488
2 V 1.640
3 B 1.371
4 F -0.553
5 F -0.518

(2)
DFT (ωB97M-V with the def2-TZVPD basis set) results for a cluster of 13 separate species, C46H129N15O13 in total.

frontier orbital gap = 8.72 eV
LUMO level = 0.569 eV

ORCA input file:
```
! RIJCOSX wB97M-V def2-TZVPD def2/J DEFGRID3
* xyz 0 1
C 1.676 -4.076 2.976
O 2.228 -3.591 1.982
N 0.477 -3.880 3.374
N 2.186 -4.918 3.778
H 0.066 -4.480 4.074
H -0.016 -3.104 2.957
H 3.163 -5.150 3.669
H 1.546 -5.257 4.482
C -0.395 -0.260 4.739
O -1.028 0.026 5.680
N -0.903 -0.545 3.608
N 0.906 -0.325 4.650
H -0.347 -0.627 2.769
H -1.903 -0.414 3.542
H 1.402 -0.305 3.771
H 1.358 0.127 5.432
C -3.789 5.919 -0.277
C -5.084 5.263 0.104
C -4.988 3.897 0.902
O -4.428 2.725 0.245
C -5.357 2.328 -0.692
N -5.826 6.263 0.880
H -3.166 6.182 0.577
H -3.866 6.857 -0.828
H -3.109 5.307 -0.870
H -5.654 5.118 -0.814
H -5.956 3.577 1.287
H -4.437 4.087 1.824
H -5.105 1.400 -1.205
H -5.460 3.063 -1.490
H -6.294 2.114 -0.179
H -5.312 6.392 1.739
H -6.719 5.916 1.198
C -1.076 1.041 -5.520
C -1.035 2.347 -6.352
C -1.027 2.098 -7.883
O 0.122 1.325 -8.387
C 1.356 2.042 -8.396
N -2.144 3.204 -5.949
H -0.107 0.631 -5.237
H -1.566 0.196 -6.003
H -1.537 1.108 -4.534
H -0.149 2.909 -6.056
H -0.908 3.061 -8.380
H -1.974 1.818 -8.346
H 1.508 2.654 -7.506
H 1.321 2.717 -9.251
H 2.201 1.356 -8.456
H -2.923 2.706 -6.356
H -2.144 4.117 -6.380
C 0.360 3.190 2.051
C 0.964 4.083 0.973
C 1.282 5.510 1.456
O 0.180 6.173 1.908
C 0.450 7.442 2.386
N 2.081 3.454 0.342
H -0.587 3.685 2.270
H 0.959 2.969 2.934
H 0.093 2.229 1.611
H 0.253 4.211 0.156
H 1.727 5.977 0.578
H 2.038 5.470 2.240
H -0.183 8.081 1.771
H 1.505 7.706 2.464
H 0.078 7.425 3.410
H 2.414 3.980 -0.453
H 2.884 3.292 0.933
C 3.514 -3.320 -2.230
C 2.406 -4.309 -2.150
C 1.241 -4.086 -3.151
O 0.599 -2.871 -2.820
C -0.239 -2.379 -3.884
N 3.031 -5.626 -2.164
H 4.267 -3.456 -1.455
H 3.070 -2.327 -2.156
H 3.970 -3.372 -3.219
H 1.962 -4.107 -1.175
H 0.503 -4.885 -3.085
H 1.552 -4.109 -4.196
H -0.527 -1.445 -3.402
H -1.052 -2.954 -4.328
H 0.327 -2.050 -4.755
H 3.881 -5.728 -1.629
H 2.395 -6.379 -1.945
C -0.912 5.837 -2.887
C 0.376 6.678 -2.841
C 1.624 5.861 -3.258
O 2.822 6.634 -3.108
C 4.033 5.881 -2.901
N 0.275 7.815 -3.693
H -1.008 5.185 -3.755
H -1.811 6.453 -2.860
H -1.058 5.081 -2.116
H 0.638 7.005 -1.835
H 1.484 5.548 -4.293
H 1.636 4.961 -2.643
H 4.880 6.562 -2.816
H 4.247 5.196 -3.723
H 3.914 5.294 -1.990
H 0.171 7.623 -4.679
H 1.023 8.493 -3.647
C -0.737 -2.425 -0.073
C 0.110 -1.210 -0.020
C -0.596 0.160 -0.249
O -1.209 0.496 -1.505
C -1.673 1.903 -1.619
N 0.781 -1.172 1.369
H -1.459 -2.284 -0.877
H -1.436 -2.464 0.763
H -0.128 -3.321 -0.194
H 0.992 -1.175 -0.658
H 0.184 0.919 -0.197
H -1.285 0.227 0.594
H -2.289 2.108 -2.495
H -0.774 2.509 -1.501
H -2.310 2.097 -0.756
H 1.242 -2.058 1.520
H 1.564 -0.537 1.310
C 4.258 0.116 4.049
C 3.494 1.319 3.560
C 4.497 2.403 3.018
O 3.831 3.660 2.817
C 4.710 4.774 2.991
N 2.747 0.829 2.389
H 4.891 -0.257 3.244
H 3.545 -0.609 4.442
H 4.941 0.400 4.849
H 2.793 1.711 4.296
H 4.897 2.132 2.041
H 5.348 2.387 3.699
H 5.005 4.853 4.038
H 4.185 5.696 2.741
H 5.590 4.629 2.365
H 2.123 1.497 1.958
H 3.397 0.637 1.640
C 0.199 -6.143 0.427
C 0.715 -7.559 0.193
C -0.354 -8.608 0.466
O 0.085 -9.889 0.091
C -0.884 -10.914 0.505
N 1.131 -7.594 -1.189
H -0.655 -5.905 -0.209
H 0.973 -5.396 0.252
H -0.006 -6.045 1.493
H 1.628 -7.798 0.738
H -1.303 -8.332 0.007
H -0.502 -8.707 1.542
H -0.609 -11.887 0.100
H -1.917 -10.831 0.166
H -0.820 -11.004 1.589
H 0.299 -7.416 -1.732
H 1.411 -8.511 -1.505
C -4.287 -1.534 -0.265
C -4.188 -1.323 1.303
C -4.282 0.215 1.750
O -4.301 0.320 3.214
C -4.553 1.656 3.727
N -5.226 -2.227 1.892
H -4.037 -2.543 -0.590
H -3.568 -0.888 -0.769
H -5.322 -1.319 -0.530
H -3.216 -1.710 1.609
H -5.212 0.590 1.323
H -3.396 0.690 1.328
H -4.699 1.627 4.807
H -5.400 2.160 3.261
H -3.748 2.325 3.422
H -5.208 -3.066 1.330
H -6.110 -1.834 1.604
C 5.731 0.241 -1.715
C 4.476 0.388 -0.865
C 3.099 0.495 -1.649
O 2.991 1.550 -2.643
C 1.699 1.701 -3.288
N 4.564 -0.664 0.050
H 5.781 -0.667 -2.315
H 6.609 0.257 -1.069
H 5.788 1.093 -2.392
H 4.663 1.339 -0.366
H 2.302 0.571 -0.909
H 2.899 -0.423 -2.203
H 1.676 1.046 -4.159
H 1.504 2.754 -3.495
H 0.863 1.451 -2.635
H 5.448 -0.796 0.521
H 4.424 -1.553 -0.408
C -2.442 -3.746 5.234
C -2.482 -4.554 3.982
C -2.008 -6.024 4.317
O -0.676 -6.012 4.813
C -0.297 -7.333 5.278
N -3.781 -4.504 3.396
H -1.513 -3.949 5.768
H -3.225 -3.940 5.967
H -2.425 -2.666 5.086
H -1.837 -4.119 3.219
H -2.052 -6.749 3.504
H -2.695 -6.488 5.025
H 0.074 -7.923 4.440
H -1.106 -7.956 5.658
H 0.475 -7.430 6.042
H -3.826 -4.933 2.482
H -4.086 -3.548 3.289
*
```

Atomic partial charges in e from the Löwdin method, atoms 1 to 5:
1 C -0.787
2 O -0.001
3 N 0.192
4 N 0.190
5 H 0.068

(3)
DFT (ωB97M-V with the def2-TZVPD basis set) results for a structure of composition CH8N5O.

frontier orbital gap (spin up / spin down) = 5.86 / 7.61 eV
LUMO level (spin up / spin down) = -3.189 / -7.264 eV
expectation value of S² = 2.005

ORCA input file:
```
! RIJCOSX wB97M-V def2-TZVPD def2/J DEFGRID3
* xyz 1 3
C -0.687 -1.140 0.003
N -1.304 -2.300 0.278
N -0.084 1.994 -0.577
N 0.637 -0.946 0.293
N 0.674 1.344 0.465
N 1.282 0.267 -0.177
O -1.401 -0.297 -0.684
H -1.053 -2.872 1.053
H -2.255 -2.030 0.092
H 0.616 2.181 -1.344
H -0.492 2.789 -0.106
H 1.047 -1.784 0.652
H 1.526 2.072 1.171
H -0.782 0.567 -0.816
H 2.277 0.155 -0.304
*
```

Atomic partial charges in e from the natural (NBO) method, atoms 1 to 5:
1 C 0.790
2 N -0.749
3 N -0.641
4 N -0.439
5 N 0.048